Entry from the Open Molecules 2025 dataset: C51H53Cl2N8O5OsP as an isolated structure in a non-equilibrium geometry (ωB97M-V with the def2-TZVPD basis set).

Computed properties:
Gap between HOMO and LUMO (spin up / spin down), eV: 5.08 / 5.07
LUMO level (spin up / spin down), Ha: -0.2637 / -0.2642
Net charge: +2
M, g mol⁻¹: 1150.15

Positions of all 121 atoms, in Å:
Os  0.771  -1.503  -0.446
C  1.531  -1.700  2.868
C  0.174  -2.153  2.477
C  -0.773  -2.389  3.476
C  -2.038  -2.943  3.180
C  -2.333  -3.252  1.904
C  -1.409  -2.889  0.798
N  -0.126  -2.307  1.174
C  -0.658  -4.093  -1.138
C  -0.854  -5.236  -1.906
C  -0.473  -5.198  -3.223
C  0.037  -4.016  -3.752
C  0.207  -2.937  -2.923
N  -0.086  -2.981  -1.597
C  0.803  -1.683  -3.393
C  0.643  -1.190  -4.671
C  1.443  -0.120  -5.043
C  2.412  0.321  -4.162
C  2.487  -0.198  -2.871
C  3.604  0.169  -1.959
N  1.604  -1.127  -2.473
H  1.599  -1.588  3.946
H  1.789  -0.756  2.393
H  2.264  -2.439  2.546
H  -0.491  -2.176  4.495
H  -2.733  -3.176  3.973
H  -3.192  -3.849  1.635
H  -1.304  -6.104  -1.452
H  -0.594  -6.071  -3.849
H  0.324  -3.948  -4.790
H  -0.077  -1.628  -5.345
H  1.349  0.320  -6.026
H  3.130  1.068  -4.467
H  4.194  0.974  -2.384
H  4.258  -0.695  -1.838
H  3.243  0.463  -0.984
O  3.647  -0.613  1.092
C  3.697  -1.664  0.488
N  2.626  -2.261  -0.184
C  3.073  -3.414  -0.853
O  2.380  -4.117  -1.552
C  4.516  -3.579  -0.537
C  5.414  -4.546  -0.939
C  6.725  -4.419  -0.486
C  7.104  -3.363  0.341
C  6.185  -2.394  0.738
C  4.892  -2.529  0.276
H  5.113  -5.364  -1.577
H  7.463  -5.151  -0.780
H  8.129  -3.296  0.676
H  6.468  -1.574  1.382
O  0.984  0.520  -0.362
P  0.816  2.045  -0.285
N  0.754  2.363  1.317
C  0.532  3.738  1.811
C  1.030  3.709  3.255
C  2.123  2.644  3.240
C  1.568  1.591  2.291
N  -0.495  2.544  -1.132
C  -0.903  3.967  -1.225
C  -2.317  3.988  -0.669
C  -2.891  2.693  -1.229
C  -1.718  1.711  -1.163
N  2.007  2.962  -0.929
C  3.278  3.215  -0.215
C  4.040  4.184  -1.125
C  3.460  3.938  -2.515
C  1.990  3.663  -2.230
H  -0.522  4.006  1.751
H  1.098  4.463  1.217
H  0.224  3.405  3.924
H  1.389  4.685  3.575
H  2.322  2.231  4.227
H  3.056  3.061  2.860
H  0.925  0.902  2.836
H  2.340  1.005  1.788
H  -0.923  4.266  -2.277
H  -0.205  4.616  -0.704
H  -2.871  4.869  -0.987
H  -2.309  3.958  0.424
H  -3.206  2.840  -2.263
H  -3.747  2.331  -0.664
H  -1.692  1.047  -2.027
H  -1.775  1.097  -0.266
H  3.830  2.288  -0.059
H  3.095  3.654  0.765
H  5.114  4.022  -1.079
H  3.843  5.214  -0.822
H  3.937  3.076  -2.977
H  3.590  4.790  -3.180
H  1.494  3.064  -2.991
H  1.457  4.611  -2.144
Cl  -2.036  1.322  3.306
C  -3.442  2.118  2.645
C  -3.695  3.426  3.011
C  -4.824  4.059  2.512
C  -5.661  3.381  1.641
C  -5.378  2.074  1.273
Cl  -6.384  1.316  0.085
C  -4.274  1.397  1.782
N  -3.934  0.106  1.401
C  -4.827  -0.979  1.350
C  -5.910  -1.043  2.221
C  -6.762  -2.131  2.205
C  -6.550  -3.170  1.308
C  -5.478  -3.101  0.437
C  -4.604  -2.017  0.450
C  -3.517  -1.940  -0.596
C  -2.082  -1.871  -0.176
O  -1.158  -4.129  0.113
O  -1.337  -1.001  -0.614
H  -3.028  3.928  3.695
H  -5.049  5.074  2.799
H  -6.532  3.862  1.221
H  -2.958  -0.114  1.551
H  -6.072  -0.231  2.918
H  -7.589  -2.173  2.899
H  -7.219  -4.017  1.282
H  -5.320  -3.896  -0.280
H  -3.666  -1.070  -1.242
H  -3.593  -2.840  -1.220

Atomic partial charges in e from the Löwdin method, atoms 1 to 99:
1. Os 1.6941
2. C -0.0205
3. C -0.2991
4. C 0.0052
5. C -0.0227
6. C 0.0220
7. C -0.3614
8. N -0.0067
9. C -0.2812
10. C 0.0617
11. C 0.0144
12. C 0.0262
13. C -0.1908
14. N 0.0193
15. C -0.1985
16. C 0.0229
17. C 0.0018
18. C 0.0121
19. C -0.2560
20. C 0.0005
21. N 0.0418
22. H 0.1042
23. H 0.0269
24. H 0.0948
25. H 0.1198
26. H 0.1290
27. H 0.1287
28. H 0.1424
29. H 0.1340
30. H 0.1330
31. H 0.1301
32. H 0.1288
33. H 0.1235
34. H 0.0857
35. H 0.1046
36. H 0.0364
37. O 0.0583
38. C -0.4482
39. N -0.0437
40. C -0.3900
41. O 0.1095
42. C -0.0959
43. C 0.0208
44. C -0.0360
45. C -0.0368
46. C 0.0198
47. C -0.1004
48. H 0.1269
49. H 0.1159
50. H 0.1158
51. H 0.1265
52. O -0.3996
53. P 0.6233
54. N -0.1658
55. C -0.1845
56. C -0.1515
57. C -0.1459
58. C -0.1979
59. N -0.1569
60. C -0.1843
61. C -0.1455
62. C -0.1362
63. C -0.1730
64. N -0.1630
65. C -0.1599
66. C -0.1378
67. C -0.1566
68. C -0.1757
69. H 0.0982
70. H 0.1090
71. H 0.0986
72. H 0.1210
73. H 0.1225
74. H 0.1078
75. H 0.0837
76. H 0.0763
77. H 0.1256
78. H 0.1013
79. H 0.1259
80. H 0.0938
81. H 0.1236
82. H 0.0761
83. H 0.1128
84. H 0.0832
85. H 0.1083
86. H 0.0969
87. H 0.1203
88. H 0.1202
89. H 0.0893
90. H 0.1223
91. H 0.1118
92. H 0.1074
93. Cl 0.7538
94. C -0.5623
95. C -0.1067
96. C -0.0617
97. C -0.0859
98. C -0.5971
99. Cl 0.7822